Run one
DFT (wB97M-V/def2-TZVPD) results for 3 unconnected molecules or ions with the total composition CH3N5O.

Results
* HOMO level: -9.5 eV
* orbital gap: 8.376 eV
* M: 101.069 g mol⁻¹

Structure (ORCA input):
```
! wB97M-V def2-TZVPD RIJCOSX def2/J DEFGRID3
* xyz 0 1
C -0.5859 -0.5892 -0.0789
H -0.0894 1.0600 2.4651
H 0.2670 -1.4168 2.2704
H 1.7294 1.3453 -0.6586
N 0.8835 0.0926 1.9353
N 0.5067 -0.0029 0.5840
N 0.8080 1.0735 -0.2798
N -0.0119 1.0226 -1.4376
N -0.7050 0.1051 -1.4100
O -1.0950 -1.6862 0.0816
*
```

These are the Mulliken partial charges, in e, on atoms 1 to 4: 0.465, 0.243, 0.320, 0.284



Run two
DFT (wB97M-V/def2-TZVPD) results for CH3N5O in the gas phase.

Results
* HOMO level: -8.8 eV
* orbital gap: 9.132 eV
* M: 101.069 g mol⁻¹
* SMILES: O/N=c1/nn[nH][nH]1

Structure (ORCA input):
```
! wB97M-V def2-TZVPD RIJCOSX def2/J DEFGRID3
* xyz 0 1
C -0.1789 -0.5144 -0.0817
H -3.0948 -0.4508 -0.2312
H 2.2948 1.1621 -0.3609
H -0.0693 1.4115 0.4611
N -1.3863 -0.8815 0.1473
N 0.8052 -1.3883 -0.0370
N 1.8576 -0.8635 0.0153
N 1.6310 0.5530 0.2579
N 0.3551 0.7995 -0.2186
O -2.2145 0.1724 0.0479
*
```

These are the Mulliken partial charges, in e, on atoms 1 to 4: 0.621, 0.414, 0.294, 0.308



The structure with the greatest stability is run two.



Run one
DFT (wB97M-V/def2-TZVPD) results for a gas-phase ion, C11H13N2 (charge +1).

Results
* HOMO level: -12.0 eV
* orbital gap: 7.624 eV
* M: 173.239 g mol⁻¹
* SMILES: N[C@H]1[NH2+]C=CC=C1c1ccccc1

Structure (ORCA input):
```
! wB97M-V def2-TZVPD RIJCOSX def2/J DEFGRID3
* xyz 1 1
C -1.1907 -3.5918 -1.0431
C -1.3176 -2.5834 -2.0128
C -0.6458 -3.2540 0.2166
C -0.7730 -1.3473 -1.7871
C -0.0622 -2.0273 0.3852
C -0.2838 -0.9962 -0.5261
C -0.5403 2.7644 -0.0106
C -0.6907 1.4783 -0.5708
C 0.1525 2.9746 1.1071
C -0.0724 0.3478 -0.0814
C 1.1923 0.7832 0.8809
N 2.2007 1.2227 0.0141
N 0.5557 1.7975 1.8153
H -1.6012 -4.5491 -1.2609
H -1.6177 -2.8454 -3.0187
H -0.4608 -3.9959 0.9510
H -0.6933 -0.5236 -2.4410
H 0.5184 -1.7548 1.2602
H -0.9496 3.7157 -0.3399
H -1.3897 1.5915 -1.3601
H 0.4481 3.9379 1.5900
H 1.5455 -0.1055 1.4490
H 1.8173 1.8724 -0.7085
H 2.8834 1.7766 0.7080
H 1.1189 2.1723 2.6223
H -0.1438 1.1394 2.1617
*
```

These are the Mulliken partial charges, in e, on atoms 1 to 4: -0.260, -0.659, -0.777, -0.350



Run two
DFT (wB97M-V/def2-TZVPD) results for a gas-phase ion, C11H13N2 (charge +1).

Results
* HOMO level: -12.8 eV
* orbital gap: 9.149 eV
* M: 173.239 g mol⁻¹
* SMILES: C[N+]1(C)C=CC=C1c1cccnc1

Structure (ORCA input):
```
! wB97M-V def2-TZVPD RIJCOSX def2/J DEFGRID3
* xyz 1 1
C -3.2808 0.1066 -1.0989
C -1.9024 -0.1041 -1.1235
C -3.9391 -0.1890 0.1086
C -2.0066 -0.8686 1.1410
C -1.2733 -0.6046 -0.0322
C 2.2041 -1.8527 -0.0731
C 0.8003 -2.0878 -0.2344
C 2.3865 -0.5703 0.1248
C 0.1020 -0.9689 -0.1008
C 0.9197 0.8416 1.4633
C 1.0307 1.1792 -0.9354
N -3.2819 -0.5633 1.1903
N 1.1131 0.1448 0.1176
H -3.8054 0.5695 -1.8402
H -1.4787 0.0827 -2.0867
H -4.9439 -0.1022 0.2983
H -1.5106 -0.7687 2.0570
H 2.9642 -2.5537 -0.2180
H 0.4386 -3.0954 -0.3117
H 3.2193 -0.0185 0.5098
H -0.0598 1.2363 1.3518
H 0.9745 0.1940 2.3321
H 1.7815 1.3205 1.6918
H 0.3067 1.8915 -0.7885
H 1.8936 1.7953 -0.7863
H 1.0737 0.5203 -1.7574
*
```

These are the Mulliken partial charges, in e, on atoms 1 to 4: -0.768, -0.156, -0.301, -0.194



The structure with the greatest stability is run one.